No. 1
# C3H8Cl2N3

A 2-piece molecular cluster, C3H8Cl2N3 overall in a non-equilibrium geometry (wB97M-V/def2-TZVPD, OMol25).

The charge is +1. As for the electronic energy: -1203.43849 Eh. As for the spin multiplicity: 1. The value obtained for the frontier orbital gap is 10.52 eV. The calculation puts the LUMO energy at -3.44 eV. Its energy relative to the best compared isomer or geometry (same formula, charge and spin) is 1.636 eV.

Each line ends with the Löwdin charge.
Geometry (Å):
1 Cl -3.7661 -0.2420 0.0156  0.88
2 Cl 1.1939 1.5497 0.3804  0.63
3 N -1.2686 -0.1557 0.4181  -0.06
4 N -1.2629 -1.5500 0.6359  0.11
5 N -2.2359 1.8304 -0.2471  0.18
6 C 1.7979 0.1099 -0.5669  -0.51
7 C -2.2764 0.5615 0.1555  -0.76
8 C 2.6056 -0.7658 0.0338  -0.02
9 H 3.0868 -1.4843 -0.7622  0.13
10 H -1.1810 -2.0164 -0.2392  0.10
11 H -0.3283 0.3285 0.3068  0.01
12 H 2.9001 -0.6596 1.0596  0.06
13 H -1.3137 2.2528 -0.2555  0.09
14 H -2.1176 -1.6161 1.0512  0.01
15 H -3.0432 2.3201 -0.4499  0.10
16 H 1.4252 0.1237 -1.5446  0.05

---

No. 2
# C11H16O2

A 2-piece molecular cluster, C11H16O2 overall in a non-equilibrium geometry (wB97M-V/def2-TZVPD, OMol25).

As for the electronic energy: -579.02772 Eh. As for the spin multiplicity: 1. The value obtained for the frontier orbital gap is 9.63 eV. The calculation puts the LUMO energy at 0.51 eV. Its energy relative to the best compared isomer or geometry (same formula, charge and spin) is 4.818 eV.

Each line ends with the Löwdin charge.
Geometry (Å):
1 O -1.5302 0.4024 1.5721  -0.09
2 O 1.8017 -0.7835 0.6993  -0.23
3 C 1.7008 1.9788 -2.0514  -0.14
4 C -1.0614 -1.5316 0.1705  -0.16
5 C 0.7852 2.5165 -1.2227  -0.10
6 C -1.5481 -0.4867 -0.8129  -0.17
7 C 1.3050 -0.4719 2.0756  -0.31
8 C -0.4925 0.4163 -1.3515  -0.31
9 C -0.2621 1.6873 -0.8804  -0.08
10 C 1.5343 0.7783 -2.7243  -0.01
11 C -1.2951 -1.0063 1.6106  -0.34
12 C 0.0744 -1.2148 2.4147  -0.20
13 C 0.3778 -0.0329 -2.3097  -0.01
14 H 1.0355 0.7153 2.1363  0.15
15 H 2.0686 -0.7397 2.9453  0.14
16 H -1.9845 -1.6485 2.0602  0.11
17 H -1.4762 -2.5892 0.1183  0.13
18 H -1.9491 -1.0535 -1.7219  0.14
19 H 0.8037 3.6769 -1.0770  0.15
20 H 0.0565 -1.7930 0.0840  0.12
21 H -1.2044 2.1390 -0.3178  0.16
22 H 2.3533 0.4079 -3.2881  0.09
23 H 0.0819 -1.3224 3.6059  0.15
24 H -2.5150 0.6347 1.6637  0.14
25 H 0.7994 -0.0545 0.0040  0.26
26 H -2.4580 -0.0511 -0.5065  0.10
27 H 0.2850 -0.8753 -2.8726  0.08
28 H 2.5869 2.6129 -2.2487  0.11
29 H 0.1266 -2.3114 2.2250  0.11